Record 1
The following is a DFT calculation (ωB97M-V/def2-TZVPD) of C35H33N5O2PtSTe as an isolated structure.

Summary:
Lowest unoccupied orbital energy (alpha / beta) (eV): -2.81 / -4.57
Multiplicity: 6
E (Ha): -2562.8379
Total charge: +1
Energy relative to the best compared isomer or geometry (same formula, charge and spin) (kJ/mol): 193.3

XYZ file:
```
78
C35H33N5O2PtSTe, DFT ωB97M-V/def2-TZVPD
H 1.45 2.75 0.25
H 6.58 0.72 2.37
H 4.52 0.52 -2.88
H 2.65 2.08 1.22
H -7.34 -1.25 -2.40
N -2.42 -0.29 -0.94
C 0.12 0.59 1.87
C 3.61 3.93 -1.43
H 3.66 6.02 -1.68
C -4.13 -5.13 2.56
N -3.72 -2.37 0.33
N -4.31 -3.21 1.11
C -6.38 -1.12 -2.02
C -2.29 2.09 -1.44
H -0.23 1.03 0.96
H 1.05 0.09 1.66
H 5.81 -1.14 3.59
H -1.69 4.13 -1.85
C -1.99 -5.45 3.66
C 4.69 2.58 -3.19
C -5.64 -0.17 -2.83
C 2.20 -1.84 0.68
Te -1.36 -0.72 2.63
C 3.59 1.56 -1.35
C -3.64 -0.65 -1.32
C 0.26 1.53 -2.45
H -3.21 2.30 -0.91
H -2.68 1.44 2.88
H -3.70 -6.69 4.14
Pt -1.62 -2.20 0.49
H 4.57 4.67 -3.24
C 3.08 5.31 -1.17
H 2.08 5.38 -1.53
H -3.04 0.73 1.35
C -1.74 -3.21 -1.27
C -1.47 3.09 -1.95
C -0.19 2.83 -2.48
H -5.92 0.42 -3.66
C 4.01 -1.50 2.35
H -1.37 -6.13 4.36
C 5.07 0.60 0.87
H 5.27 2.59 -4.10
C -5.77 -1.83 -0.99
H 1.24 1.33 -2.80
H -0.10 -0.49 -1.87
C -3.52 -4.01 1.92
S -2.37 -3.85 -2.47
O 1.61 -1.53 -0.45
C 4.34 3.81 -2.64
H -3.51 0.52 -3.07
N 3.34 0.34 -0.74
C 5.19 -0.86 2.79
C -1.76 0.79 -1.51
C 4.23 1.44 -2.56
H 2.77 3.88 1.02
C 3.36 -1.16 1.19
C -4.29 -0.01 -2.46
C -4.38 -1.66 -0.66
H 5.37 1.53 0.33
C 3.89 -0.04 0.44
C 5.67 0.24 2.08
H 0.33 3.64 -2.97
H 3.13 5.59 -0.13
C -1.41 -4.44 2.86
H 1.99 -0.74 -0.78
H 3.51 -2.28 2.96
C -0.51 0.51 -1.98
H -5.19 -5.43 2.46
N -2.15 -3.77 2.02
C -3.31 -5.81 3.52
H -0.31 -4.22 2.89
C 2.52 2.92 0.52
H 0.21 1.27 2.67
O 1.61 -2.60 1.45
C -2.94 0.56 2.37
C 3.33 2.76 -0.74
H -6.46 -2.56 -0.65
H -3.88 0.25 2.74
```


Record 2
The following is a DFT calculation (ωB97M-V/def2-TZVPD) of C35H33N5O7V as an isolated structure.

Summary:
Lowest unoccupied orbital energy (alpha / beta) (eV): 2.19 / 2.19
Multiplicity: 3
E (Ha): -3098.1928
Total charge: -1
Energy relative to the best compared isomer or geometry (same formula, charge and spin) (kJ/mol): 10.3

XYZ file:
```
81
C35H33N5O7V, DFT ωB97M-V/def2-TZVPD
C -1.33 -2.03 3.70
O -3.00 -4.35 1.41
C -3.35 -3.52 -2.67
H -3.22 -5.29 -6.26
H -3.10 -6.36 1.18
H -0.82 4.69 3.81
H -2.51 -3.59 -0.44
C 2.41 -1.15 -1.44
N -1.95 -2.76 -0.36
H 1.29 -2.96 -1.05
C -1.37 2.47 1.34
C -2.27 2.01 0.21
H -1.44 -5.71 1.32
C 3.34 -0.78 -2.39
H -1.02 2.15 -4.79
N 1.65 -0.08 -1.10
H -0.16 -0.37 3.15
H 3.66 1.23 -3.35
O 2.72 1.20 3.19
C -1.01 0.61 -3.30
H 1.14 -3.54 -5.23
O -2.36 -4.56 -4.52
H 4.10 -1.42 -2.81
C -4.43 -3.36 -1.81
C 3.12 0.60 -2.66
C -0.65 1.17 -4.52
C 0.19 0.47 -5.37
C -3.45 -4.49 -3.69
C -5.56 -4.16 -1.93
H -6.38 -4.03 -1.23
C -0.89 -1.32 1.38
H 1.73 2.75 -0.62
C 0.49 3.09 3.25
H -2.49 -6.52 -5.19
C -2.24 -3.30 1.91
H 1.26 3.28 3.99
C -1.67 -2.41 0.98
O 1.65 0.10 1.54
V 0.01 0.16 0.13
O -3.28 2.63 -0.05
H -1.66 1.14 -2.62
C 0.67 2.03 2.37
H -1.60 -2.82 -3.44
N -0.82 -1.15 -1.61
O -1.80 0.97 -0.39
H 2.45 -2.75 -4.29
H -2.52 4.12 2.04
H 3.05 -3.14 -0.96
H -2.47 -5.84 2.76
C -2.40 -5.50 -5.57
H -4.38 -2.60 -1.04
C 1.82 1.03 2.38
C 2.10 0.99 -1.83
C -2.46 -5.63 1.69
H -6.51 -5.74 -3.02
H 1.71 -4.26 -3.71
C 1.52 -3.33 -4.23
H -1.45 -5.40 -6.09
H 2.18 -2.32 0.34
O 0.57 -2.63 -3.45
C -0.54 -0.63 -2.91
H 0.49 0.91 -6.32
C 0.64 -0.79 -5.03
C -1.61 3.55 2.17
C -5.64 -5.12 -2.92
H -1.19 -1.85 4.76
N -2.20 -2.75 -2.63
C -2.09 -3.11 3.26
H 1.29 -1.34 -5.70
N -0.26 1.76 1.46
C -1.62 -2.15 -1.52
C -0.76 -1.18 2.77
C 2.22 -2.47 -0.74
C 1.51 2.35 -1.62
H 1.93 3.06 -2.34
H -4.64 -6.02 -4.60
H -2.56 -3.79 3.96
C -0.66 3.86 3.14
C -4.58 -5.28 -3.82
H 0.42 2.38 -1.76
C 0.27 -1.35 -3.81
```


Record 3
The following is a DFT calculation (ωB97M-V/def2-TZVPD) of C35H33N6O5PSSc as an isolated structure.

Summary:
Lowest unoccupied orbital energy (eV): -1.91
E (Ha): -3558.5246
Total charge: +1
Energy relative to the best compared isomer or geometry (same formula, charge and spin) (kJ/mol): 91.1

XYZ file:
```
82
C35H33N6O5PSSc, DFT ωB97M-V/def2-TZVPD
N -10.75 -7.25 9.16
H -17.44 -10.03 5.30
H -14.66 -10.31 3.21
O -13.76 -7.85 4.86
C -15.67 -11.99 8.27
H -9.61 -15.03 5.10
H -17.38 -15.90 6.39
C -16.99 -15.53 2.60
O -15.37 -11.40 7.18
C -11.51 -12.44 6.31
C -13.14 -17.06 7.32
H -11.53 -18.21 6.42
H -17.74 -12.52 9.96
N -11.49 -12.86 7.56
C -17.45 -15.11 7.09
C -16.48 -14.13 7.18
C -18.62 -14.21 9.03
H -11.04 -14.21 9.05
C -12.21 -16.70 5.17
C -16.57 -13.15 8.21
O -14.09 -8.73 6.92
H -18.61 -14.73 1.44
C -14.07 -15.36 5.94
H -15.49 -16.14 4.02
H -19.48 -14.11 9.67
H -14.38 -8.71 3.65
C -11.69 -8.24 9.25
H -10.54 -6.48 9.80
C -16.92 -13.11 3.90
C -16.78 -9.15 5.25
H -16.95 -12.21 4.46
C -14.04 -8.13 11.93
C -16.17 -14.22 4.46
H -16.18 -8.28 2.05
C -12.79 -8.37 10.18
C -17.74 -13.27 2.75
C -18.50 -15.13 8.05
C -10.61 -13.17 5.44
H -18.19 -8.12 3.80
N -12.86 -7.71 11.41
H -11.66 -17.12 4.36
C -14.28 -8.66 5.66
Sc -13.52 -10.56 8.01
H -14.37 -7.78 12.82
N -15.11 -9.45 3.55
S -12.41 -11.09 5.77
H -18.41 -12.48 2.36
H -9.90 -15.77 7.45
H -13.27 -17.66 8.26
C -13.10 -15.64 4.93
C -15.38 -9.59 5.03
N -11.62 -9.13 8.31
C -14.09 -16.10 7.11
C -17.60 -13.23 9.13
C -16.25 -15.37 3.70
H -10.61 -12.85 4.42
C -12.20 -17.38 6.34
C -17.83 -14.53 2.12
C -16.36 -9.00 2.84
H -15.24 -10.64 5.29
H -16.99 -8.53 6.14
H -16.88 -9.82 2.46
O -15.16 -11.48 9.32
C -10.06 -14.38 5.85
H -9.20 -7.02 7.73
N -13.78 -9.16 9.95
H -14.84 -15.83 7.92
H -12.12 -7.26 11.92
C -10.91 -14.01 7.99
H -16.79 -7.32 4.13
C -17.15 -8.32 3.95
H -15.59 -9.44 11.13
H -10.18 -9.23 6.64
C -10.25 -14.82 7.14
H -13.05 -15.13 4.01
C -10.07 -7.57 7.98
H -19.28 -15.87 8.03
P -15.11 -13.85 5.89
O -12.29 -12.18 8.44
H -17.15 -16.54 2.26
C -10.55 -8.71 7.50
C -14.60 -8.99 11.02
```


Record 4
The following is a DFT calculation (ωB97M-V/def2-TZVPD) of C35H33N7O5P2Ti as an isolated structure.

Summary:
Lowest unoccupied orbital energy (eV): -6.36
E (Ha): -3645.0211
Total charge: +2
Energy relative to the best compared isomer or geometry (same formula, charge and spin) (kJ/mol): 54.3

XYZ file:
```
83
C35H33N7O5P2Ti, DFT ωB97M-V/def2-TZVPD
N 0.43 -3.09 -0.24
H -3.17 2.04 -1.09
N 4.77 -4.11 -0.77
C -0.35 -3.50 0.94
C -2.61 -3.17 -3.52
H 5.70 -0.92 -3.33
H 1.21 2.76 -0.04
C -1.91 4.79 0.99
H 1.93 1.54 -1.57
C 2.78 1.00 -1.96
H -3.84 -1.41 -0.30
H 5.36 -4.92 -0.68
O 3.13 -0.57 1.20
C 2.04 -1.57 3.05
H 3.18 -4.47 0.62
N 1.40 -2.19 1.90
C -0.56 2.72 -3.85
C -0.94 5.36 0.17
C -1.38 0.71 5.94
N 4.68 0.88 -3.38
H 3.50 2.57 -3.24
H -4.39 -4.35 -3.34
C -1.82 0.10 0.54
H 1.03 -3.84 -0.57
C -1.40 1.31 -2.09
N 3.19 -2.66 -0.54
P -0.57 1.03 1.48
C -0.66 2.74 1.01
H 0.31 0.83 -3.30
C -2.28 -1.52 -1.80
H -1.05 6.39 -0.15
O 3.42 0.41 3.20
C -3.48 -1.90 -1.20
C 0.05 1.29 4.10
Ti 1.67 -1.18 0.24
H -1.63 4.54 -4.18
H -2.77 0.63 0.55
H -0.18 -4.55 1.21
H -5.16 -3.22 -1.29
C 0.32 3.32 0.21
C 2.94 -0.46 2.55
H 1.00 1.68 3.74
C -0.93 0.86 3.21
C -4.23 -2.92 -1.75
H -0.93 -1.84 -3.45
C -2.36 0.30 5.06
H 0.94 5.09 -0.81
H 0.60 1.53 6.16
H -0.19 -2.86 -1.01
C 0.11 -2.64 2.11
H 1.30 -1.15 3.74
O -0.59 -2.39 3.06
H -2.77 5.37 1.31
H -2.28 -3.66 -4.42
O 0.21 -0.65 -1.17
C -1.56 3.63 -3.59
H -1.55 0.65 7.00
H -2.92 0.02 3.01
O 0.77 0.42 1.11
H -3.29 4.10 -2.41
C 4.01 -0.92 -2.01
H -3.30 -0.09 5.43
C -3.80 -3.56 -2.91
P -1.25 -0.20 -1.15
H -1.42 -3.39 0.77
H -1.95 -0.86 1.04
H -2.52 3.05 2.08
C -0.47 1.55 -3.10
C 3.63 -3.84 -0.13
C -2.14 0.37 3.69
C 4.86 -0.36 -2.94
C -0.17 1.21 5.46
C -2.50 3.38 -2.60
C 3.65 1.55 -2.89
C 0.18 4.63 -0.21
H 2.64 -2.29 3.61
C 4.15 -2.25 -1.43
H 0.16 2.90 -4.64
N 2.97 -0.24 -1.51
C -2.43 2.22 -1.85
N 5.11 -3.11 -1.59
C -1.85 -2.15 -2.97
C -1.77 3.48 1.42
```


Record 5
The following is a DFT calculation (ωB97M-V/def2-TZVPD) of C35H34BrCoN3O4P2S as an isolated structure.

Summary:
Lowest unoccupied orbital energy (alpha / beta) (eV): 0.26 / -0.02
Multiplicity: 4
E (Ha): -6857.0044
Energy relative to the best compared isomer or geometry (same formula, charge and spin) (kJ/mol): 334.4

XYZ file:
```
81
C35H34BrCoN3O4P2S, DFT ωB97M-V/def2-TZVPD
C 0.08 -5.06 -3.52
N -0.88 -1.45 0.35
C 4.19 4.21 -0.34
C -1.92 1.22 -3.94
H -4.27 -1.20 -3.73
H 0.19 1.41 3.25
H -3.14 -1.72 5.13
H 2.76 -1.04 0.22
C -1.33 -0.42 -2.24
H 0.90 -2.14 1.36
H -0.17 -3.40 0.72
H 0.38 1.37 -1.57
H 1.64 -4.09 -4.63
C -0.55 0.73 3.67
C 0.94 -4.01 -3.81
C 4.59 -0.07 1.58
H 1.59 -2.03 -3.26
C 4.56 2.99 -0.90
C -0.84 -3.79 -1.69
H -1.55 -3.71 -0.87
Co 0.82 1.13 0.03
H 1.65 -0.87 3.20
C 0.02 -2.73 -1.98
H -0.13 1.27 5.70
C 2.85 4.45 -0.06
H -3.74 0.86 -5.00
H -1.67 2.12 -4.48
C -3.07 0.51 -4.22
H 0.10 -5.96 -4.12
C -3.24 1.80 0.39
C 0.93 2.11 -3.41
C 3.58 2.05 -1.13
C -2.42 -1.03 4.72
H 5.97 4.90 -0.29
C -0.14 -2.42 1.20
O 3.42 2.06 3.05
C -1.66 -0.23 5.57
C -2.84 0.48 0.56
C -2.25 -0.94 3.35
C -1.31 -0.06 2.81
C 0.92 -2.86 -3.04
H -1.80 -0.30 6.64
H -2.87 -1.55 2.70
C -0.80 -4.95 -2.46
C 2.69 1.46 2.27
O 1.58 1.86 1.79
H -2.51 2.60 0.51
H 3.82 1.09 -1.58
H -0.63 -2.50 2.17
H -2.71 -2.04 -2.04
C -2.49 -1.11 -2.55
C -0.72 0.65 5.04
C 1.97 3.44 -0.36
C -3.77 -0.53 0.42
H 4.90 -1.10 1.39
H 5.59 2.78 -1.15
H -5.82 -1.03 0.00
C -5.49 1.08 -0.07
P 0.00 -1.10 -1.13
H 3.24 -0.60 3.92
C 3.10 0.01 1.87
O 5.08 5.19 -0.07
C -5.09 -0.23 0.11
S 1.10 2.41 -4.97
Br 0.11 3.71 -0.10
H 2.53 5.38 0.38
H 3.00 -1.95 2.79
H -4.86 3.14 -0.07
C 2.72 -0.92 3.01
H -1.47 -5.77 -2.22
C -3.37 -0.65 -3.52
C -4.56 2.10 0.07
H 5.13 0.31 2.44
H -6.51 1.32 -0.32
C -1.06 0.76 -2.95
O 2.33 -0.31 0.68
P -1.08 0.17 1.01
H 4.85 0.54 0.72
N 2.29 2.25 -0.86
N 0.11 1.48 -2.62
H -3.47 -1.57 0.53
```


Record 6
The following is a DFT calculation (ωB97M-V/def2-TZVPD) of C35H34BrF6HfIN2O4P2S2SeSi as an isolated structure.

Summary:
Lowest unoccupied orbital energy (eV): -6.03
E (Ha): -9453.1424
Total charge: +2
Energy relative to the best compared isomer or geometry (same formula, charge and spin) (kJ/mol): 0.0

XYZ file:
```
90
C35H34BrF6HfIN2O4P2S2SeSi, DFT ωB97M-V/def2-TZVPD
C -2.20 3.40 -5.75
C 0.15 -0.90 6.76
H -2.44 0.09 -5.07
Se 0.92 2.48 -0.19
C -5.81 -0.92 1.96
F 4.07 -2.72 -1.47
C 0.73 -1.25 -4.40
H 1.75 -1.74 3.35
N -2.24 -0.03 -1.87
C 1.64 -2.24 5.43
S 0.00 -2.95 0.42
H -3.29 1.78 -6.64
C -3.93 5.04 -1.31
C 0.29 -3.55 -4.93
S 2.34 -1.61 0.13
H -1.97 3.39 0.91
H 0.71 6.62 0.94
H 2.09 3.41 2.71
C 1.08 -2.41 -5.06
Si 1.95 4.52 0.56
H 1.35 -0.37 -4.50
O -0.77 -1.65 0.28
C -1.22 -2.36 -3.49
Br -1.48 1.21 5.87
C -0.78 -3.78 1.91
H 3.81 4.27 -1.00
C 2.81 3.86 2.03
P -0.78 0.31 -2.72
O 0.00 -3.83 -0.69
C -0.21 -0.17 5.64
C 2.94 4.92 -0.94
O 1.64 -1.34 -1.19
C -4.23 3.99 -2.17
C -0.85 -3.52 -4.15
C -0.85 2.84 -3.85
F 4.95 -1.60 0.17
H -0.05 5.25 1.76
C -1.31 3.78 -4.75
C -2.61 3.55 0.05
H 3.35 4.65 2.57
C -0.43 -1.22 -3.61
H -3.99 1.92 -2.59
P -2.31 0.84 -0.39
H -0.30 -0.66 7.72
H 0.57 -4.47 -5.44
H 2.36 -3.04 5.35
H 1.35 -2.49 7.55
C 1.30 -1.51 4.31
C -4.95 -0.01 2.56
H -2.10 -2.34 -2.87
F 0.11 -4.56 2.47
H -6.27 -2.05 0.20
C 0.46 5.56 0.84
H -4.33 6.02 -1.50
C -2.14 1.12 -4.96
C -1.27 1.52 -3.95
H 1.97 -2.44 -5.67
F -1.80 -4.46 1.45
Hf 0.34 0.14 -0.20
C -3.87 0.50 1.84
H -3.21 1.21 2.31
H -0.23 5.45 0.01
C -4.52 -0.84 -0.06
C -3.72 2.72 -1.91
H 3.53 3.10 1.74
H 2.33 4.77 -1.83
F 4.07 -3.55 0.53
H 3.28 5.96 -0.93
C -3.66 0.09 0.52
H -3.09 -0.02 -2.43
C -5.60 -1.34 0.66
C 4.03 -2.46 -0.19
C 0.38 -0.47 4.42
H -2.56 4.13 -6.45
H -4.85 4.15 -3.03
F -1.18 -2.85 2.76
H -0.17 3.13 -3.05
I -0.08 0.71 2.77
N 1.46 -2.55 1.03
H -6.65 -1.31 2.52
C -3.13 4.82 -0.19
H -2.92 5.63 0.49
C -2.61 2.07 -5.85
H -4.36 -1.18 -1.08
H -1.47 -4.41 -4.05
O 2.52 -0.29 0.77
C -2.91 2.50 -0.81
H -0.98 4.81 -4.68
C 1.07 -1.93 6.66
H -5.12 0.32 3.58
```